84
Properties=species:S:1:pos:R:3 method="wB97M-V/def2-TZVPD" spin_multiplicity=3 de_lowest_ev=0.000 homo_lumo_gap_ev="2.880 / 2.879" charge=+2
W -1.3439 0.0629 0.6741
C -2.0036 0.1795 2.7428
C -2.8330 1.0050 1.9045
C -2.9884 -1.1920 1.1316
C -2.0871 -1.1758 2.2555
C -3.4729 0.1495 0.9422
C -1.3163 0.6480 3.9775
H -1.1924 1.7393 3.9846
H -0.3238 0.2110 4.0538
H -1.8814 0.3415 4.8691
C -1.4666 -2.3861 2.8618
H -0.9266 -2.1424 3.7762
H -0.7490 -2.8646 2.1893
H -2.2554 -3.1152 3.1011
C -3.4205 -2.4077 0.3762
H -4.2993 -2.8781 0.8337
H -2.6176 -3.1463 0.3485
H -3.6843 -2.1459 -0.6516
C -4.5828 0.5367 0.0269
H -5.5524 0.2300 0.4555
H -4.4657 0.0568 -0.9507
H -4.5900 1.6185 -0.1284
C -3.1390 2.4540 2.1186
H -3.9940 2.5801 2.7986
H -3.3794 2.9482 1.1689
H -2.2810 2.9831 2.5515
C 0.9402 -0.0090 0.8398
C 0.6032 1.1526 1.5677
C 0.4251 2.5261 1.0239
C -0.0299 2.6680 -0.4514
C -1.1653 1.7956 -0.8776
C -1.0552 0.5277 -1.5213
C 0.1824 -0.2931 -1.6210
C 1.3252 0.0235 -0.6153
H 1.3646 3.0903 1.1618
H 0.8291 2.5473 -1.1246
H -0.3351 3.0244 1.6416
H 1.8073 0.9959 -0.8420
H 1.2176 -0.8913 1.4352
H 0.7644 1.1080 2.6473
H 2.1109 -0.7341 -0.7324
H -0.0257 -1.3702 -1.5516
H -1.9102 0.1807 -2.1048
H 0.5873 -0.1730 -2.6692
H -0.3635 3.7120 -0.5535
H -2.1255 2.3075 -1.0058
P 1.8301 0.8006 -3.9046
P -0.4661 -0.4575 -5.7331
C 2.0773 0.8128 -5.7304
C 1.2941 -0.3199 -6.3868
H 3.1481 0.6899 -5.9459
H 1.7342 1.7899 -6.1007
H 1.2735 -0.1719 -7.4798
H 1.7451 -1.3022 -6.1997
C -0.8973 -1.7186 -7.0261
H -1.9569 -1.9647 -6.9421
H -0.2846 -2.6150 -6.8797
H -0.7100 -1.3290 -8.0348
C -1.1749 0.9748 -6.6671
H -0.7967 1.0179 -7.6937
H -0.9346 1.9029 -6.1414
H -2.2595 0.8340 -6.7037
C 3.1519 -0.2894 -3.3106
H 3.0796 -0.3978 -2.2266
H 4.1333 0.1266 -3.5462
H 3.0441 -1.2806 -3.7608
C 2.3386 2.4528 -3.3384
H 1.7272 3.2185 -3.8427
H 3.4012 2.6377 -3.5413
H 2.1742 2.5459 -2.2592
Cl -0.0267 -1.4253 6.6042
C 1.6479 -1.7283 6.6297
C 2.2219 -2.3008 7.7509
C 3.6059 -2.5522 7.7807
C 4.4130 -2.1141 6.7211
C 3.8640 -1.4455 5.6368
C 2.4331 -1.3276 5.4908
C 1.8629 -0.8878 4.3086
H 1.5958 -2.5542 8.6066
H 4.0435 -3.0656 8.6387
H 5.4935 -2.2962 6.7585
H 4.5019 -1.0343 4.8530
H 2.4739 -0.4112 3.5498
H 0.8971 -1.2933 4.0072

98
Properties=species:S:1:pos:R:3 method="wB97M-V/def2-TZVPD" de_lowest_ev=0.118 homo_lumo_gap_ev=6.971 charge=0
K 1.9471 0.8059 -0.0399
N 4.2571 1.4463 -2.4529
C 5.4097 1.8087 -1.6219
C 5.1073 2.9840 -0.6986
N 4.2871 2.6352 0.4635
C 5.0801 1.8728 1.4448
C 4.5665 0.4788 1.7923
N 3.4109 0.5363 2.6820
C 3.6372 3.8157 1.0479
C 2.2434 3.5356 1.6071
N 1.2471 3.5063 0.5281
H 3.8055 0.5974 -2.1036
H 4.5794 1.1787 -3.3746
H 6.2299 2.1206 -2.2733
H 5.7790 0.9556 -1.0419
H 4.5708 3.7276 -1.2889
H 6.0592 3.4420 -0.3763
H 5.1617 2.4500 2.3750
H 6.1011 1.7657 1.0644
H 5.4138 -0.0879 2.2021
H 4.2706 -0.0508 0.8840
H 3.6901 0.6642 3.6452
H 2.8592 -0.3123 2.6133
H 3.5357 4.5743 0.2690
H 4.2680 4.2540 1.8364
H 2.0111 4.2787 2.3801
H 2.2725 2.5656 2.1083
H 0.8557 4.4274 0.3751
H 0.4572 2.9089 0.7612
C -2.9593 -2.7067 -2.1451
C -1.9796 -3.8416 -1.8760
N -0.9132 -3.4493 -0.9584
C 0.2340 -2.9414 -1.4785
C 1.2516 -2.3693 -0.7898
C 2.3877 -1.7971 -1.6729
O 2.3204 -2.0650 -2.8776
O 3.2445 -1.0936 -1.0765
C 1.1155 -2.2534 0.6477
O 1.8538 -1.6350 1.4185
C -0.0657 -2.9401 1.2161
C -0.1832 -3.0318 2.6024
C -1.3056 -3.5633 3.1678
F -1.3433 -3.7368 4.5164
C -2.4209 -3.9153 2.3954
C -2.2828 -3.8729 1.0159
C -1.0924 -3.4484 0.4133
N -3.6709 -4.2123 2.9584
C -4.5203 -5.2322 2.4116
C -5.9471 -4.6453 2.2641
N -6.0082 -3.3463 2.9910
C -5.5234 -3.4913 4.3785
C -4.0182 -3.8556 4.3184
H -3.7383 -3.0324 -2.8365
H -2.4352 -1.8587 -2.5874
H -3.4219 -2.3552 -1.2231
H -1.4999 -4.1594 -2.8005
H -2.4839 -4.7190 -1.4693
H 0.3370 -2.9792 -2.5578
H 0.6390 -2.6858 3.2150
H -3.1479 -4.0884 0.4056
H -4.5419 -6.1255 3.0502
H -4.1494 -5.5385 1.4386
H -6.6949 -5.3054 2.7033
H -6.2122 -4.4619 1.2241
H -6.9502 -2.9661 2.9713
H -5.3674 -2.5714 2.5821
H -6.1174 -4.2558 4.8783
H -5.6748 -2.5360 4.8720
H -3.8160 -4.6743 5.0169
H -3.4420 -2.9949 4.6223
N -4.5136 -1.6774 1.8801
C -3.6014 -1.1580 1.3558
N -2.6768 -0.6937 0.6125
C -1.6700 0.0967 0.8833
N -0.7733 0.8334 0.8966
C 1.2353 5.5675 -3.4949
C 2.2557 4.7296 -2.7494
N 1.9414 3.3323 -2.9318
C 0.6622 2.8528 -2.7912
N 0.4945 1.6290 -2.4358
C -0.8334 1.0412 -2.5066
C -1.8150 1.8364 -3.3530
C -1.7156 3.2896 -2.9325
N -0.3549 3.7396 -3.1459
C -0.1497 5.1703 -3.0216
H 1.3208 5.3778 -4.5668
H 1.3985 6.6318 -3.3162
H 2.2546 5.0148 -1.6864
H 3.2611 4.9072 -3.1351
H 2.6684 2.6612 -2.6785
H -1.2392 0.9429 -1.4989
H -0.7256 0.0248 -2.9007
H -2.8325 1.4631 -3.2166
H -1.5608 1.7601 -4.4132
H -2.0161 3.3999 -1.8785
H -2.3734 3.9252 -3.5304
H -0.2939 5.4993 -1.9787
H -0.9171 5.6692 -3.6187

87
Properties=species:S:1:pos:R:3 method="wB97M-V/def2-TZVPD" smiles="C=Cc1cc(C[C@H](O)CN)c2nc(CCF)c(CC(=O)N(C)C)nc2c1CCCCCCCCCCCC" homo_lumo_gap_ev=8.035 charge=0
C 1.9192 -3.7305 3.2668
C 0.8500 -3.7051 2.4686
C 0.1027 -2.4928 2.0773
C 0.3743 -1.2676 2.7513
C -0.3061 -0.1171 2.4447
C 0.0062 1.1763 3.1530
C 0.9590 2.0172 2.2715
O 2.2947 1.5523 2.3863
C 0.8240 3.5226 2.4778
N 0.9459 4.2313 1.1811
C -1.3174 -0.1275 1.4371
N -1.9934 1.0266 1.1716
C -2.9082 0.9366 0.2418
C -3.6902 2.1946 -0.0451
C -3.0938 3.0107 -1.1953
F -1.7370 2.8355 -1.3086
C -3.1661 -0.2640 -0.4784
C -4.2138 -0.3511 -1.5612
C -5.4736 -0.9807 -0.9913
O -5.5537 -2.1707 -0.8768
N -6.4811 -0.1131 -0.5663
C -6.8803 0.8268 -1.6546
C -7.6381 -0.8576 -0.0563
N -2.5144 -1.3679 -0.2277
C -1.5757 -1.3287 0.7607
C -0.8608 -2.5283 1.0759
C -1.2017 -3.7837 0.3143
C -0.1038 -4.2485 -0.6788
C 0.7457 -3.1047 -1.2668
C 2.2015 -3.1668 -0.7934
C 2.9693 -1.8408 -0.9598
C 3.8979 -1.8423 -2.1818
C 4.0669 -0.4529 -2.8281
C 5.2060 0.3703 -2.2257
C 4.9647 0.9219 -0.8146
C 3.6114 1.5920 -0.5794
C 3.5709 3.0521 -1.0827
C 3.9860 4.0015 0.0452
H 2.5578 -4.5990 3.2209
H 2.1519 -2.9097 3.9241
H 0.4846 -4.6319 2.0564
H 1.1146 -1.2019 3.5306
H 0.4498 0.9870 4.1266
H -0.9082 1.7537 3.2382
H 0.6515 1.8156 1.2441
H 2.8101 2.1746 2.9066
H 1.6618 3.8458 3.1050
H -0.1341 3.7960 2.9065
H 1.5418 5.0433 1.2714
H 1.3919 3.6382 0.4918
H -4.7269 1.9591 -0.2546
H -3.6498 2.7808 0.8689
H -3.2868 4.0663 -1.0117
H -3.5888 2.7557 -2.1343
H -4.4195 0.6091 -2.0205
H -3.8505 -1.0101 -2.3419
H -6.6192 0.4013 -2.6205
H -6.3877 1.7904 -1.5476
H -7.9448 1.0159 -1.6084
H -7.3884 -1.2500 0.9234
H -8.4770 -0.1822 0.0793
H -7.9587 -1.6548 -0.7249
H -2.1384 -3.7111 -0.2198
H -1.3436 -4.5758 1.0510
H 0.5255 -5.0171 -0.2357
H -0.6185 -4.7408 -1.5025
H 0.2971 -2.1253 -1.1122
H 0.7691 -3.2619 -2.3460
H 2.7006 -3.9143 -1.4141
H 2.2733 -3.5561 0.2185
H 2.2453 -1.0337 -1.0243
H 3.6036 -1.7032 -0.0868
H 3.5100 -2.5008 -2.9602
H 4.8833 -2.2248 -1.9190
H 4.3408 -0.6356 -3.8696
H 3.1238 0.0887 -2.8534
H 5.5303 1.1565 -2.9058
H 6.0533 -0.3158 -2.1581
H 5.7199 1.6888 -0.6199
H 5.1360 0.1591 -0.0572
H 2.7767 1.0544 -1.0163
H 3.4403 1.6306 0.4958
H 4.1909 3.1897 -1.9656
H 2.5268 3.2667 -1.3089
H 3.2175 3.9744 0.8189
H 4.9120 3.6553 0.5015
H 4.0620 5.0326 -0.2920

92
Properties=species:S:1:pos:R:3 method="wB97M-V/def2-TZVPD" spin_multiplicity=5 homo_lumo_gap_ev="6.962 / 5.545" charge=+1
Ru -0.2899 0.3567 0.3199
C -3.3801 -3.4221 0.7401
C -3.2136 -1.9040 0.7854
Ge -1.4639 -1.3686 1.6478
C -2.0922 -1.1125 3.5632
C -1.7121 -2.2835 4.4674
C -0.2389 -2.8995 1.7489
C 1.0155 -2.8839 1.2786
Ge 1.5355 -1.2529 0.2054
C 3.0589 -0.1569 0.9761
C 4.2443 -0.8834 1.6093
C 1.9905 -1.6347 -1.7147
C 3.4178 -2.0503 -2.0667
C 1.9756 -3.9920 1.4673
C 3.2144 -3.9476 0.8259
C 4.1531 -4.9536 0.9835
C 3.8686 -6.0359 1.7997
C 2.6432 -6.0996 2.4501
C 1.7080 -5.0928 2.2890
H -4.3491 -3.6856 0.3117
H -3.3351 -3.8486 1.7439
H -2.6006 -3.8990 0.1429
H -3.9900 -1.4596 1.4101
H -3.3098 -1.4632 -0.2059
H -3.1779 -1.0192 3.5042
H -1.7167 -0.1831 3.9920
H -2.1286 -3.2205 4.0952
H -2.1019 -2.1232 5.4740
H -0.6291 -2.3991 4.5389
H -0.6023 -3.7684 2.2932
H 2.6023 0.5099 1.7127
H 3.3961 0.4742 0.1498
H 3.9202 -1.6014 2.3632
H 4.9053 -0.1594 2.0899
H 4.8266 -1.4210 0.8613
H 1.7693 -0.6905 -2.2158
H 1.2734 -2.3753 -2.0763
H 4.1548 -1.3800 -1.6191
H 3.5458 -2.0068 -3.1496
H 3.6330 -3.0698 -1.7493
H 3.4357 -3.0969 0.1953
H 5.1066 -4.8890 0.4749
H 4.5973 -6.8246 1.9327
H 2.4174 -6.9403 3.0933
H 0.7671 -5.1685 2.8170
N -4.5678 5.6797 -4.4951
C -3.4480 4.9243 -4.3085
C -2.1806 5.5277 -4.2588
C -1.0489 4.7658 -4.0722
C -1.1636 3.3870 -3.9212
C -2.4098 2.7709 -3.9380
C -3.5405 3.5357 -4.1172
S 0.3376 2.4664 -3.8602
O 1.3871 3.3537 -3.4768
O 0.4955 1.6665 -5.0333
N 0.1414 1.3281 -2.5660
C -0.5916 0.1555 -2.7880
S -0.7232 -0.6816 -4.3043
C -1.5416 -1.9660 -3.4982
C -1.6517 -1.7044 -2.1853
N -1.1320 -0.4923 -1.7850
H -4.4596 6.6240 -4.8199
H -5.4345 5.2307 -4.7302
H -2.0985 6.6007 -4.3798
H -0.0699 5.2254 -4.0469
H -2.4949 1.7000 -3.8060
H -4.5149 3.0627 -4.1241
H -1.9015 -2.8276 -4.0363
H -2.0851 -2.3597 -1.4470
C 1.0529 3.3643 2.7337
P 0.1138 1.8198 2.3912
C -1.5639 2.3070 2.9684
C 0.7728 0.7892 3.7617
H 0.8819 3.6620 3.7691
H 0.7481 4.1780 2.0758
H 2.1187 3.1849 2.5873
H -1.5951 2.4039 4.0540
H -2.2985 1.5694 2.6486
H -1.8254 3.2651 2.5178
H 0.3358 1.0990 4.7112
H 1.8536 0.9221 3.8175
H 0.5710 -0.2681 3.5919
C -1.2038 3.7159 -0.5483
O -1.0801 2.3170 -0.8253
C 0.1778 1.7949 -1.1909
C 1.4008 2.6124 -0.8556
H -0.6981 3.9913 0.3793
H -2.2690 3.9103 -0.4517
H -0.8047 4.3076 -1.3715
H 1.3949 3.5922 -1.3290
H 2.2761 2.0761 -1.2143
H 1.4926 2.7383 0.2206

90
Properties=species:S:1:pos:R:3 method="wB97M-V/def2-TZVPD" homo_lumo_gap_ev="4.016 / 3.190" charge=+2
C -0.6262 7.3714 -6.2454
C -0.8022 5.9990 -6.5075
C -1.1135 5.6055 -7.8234
C -1.2346 6.5947 -8.8108
N -1.0641 7.8906 -8.5441
C -0.7683 8.2817 -7.3034
C -0.6738 5.0208 -5.4586
C -0.5697 4.1919 -4.5660
C -0.4928 3.2185 -3.5372
C 0.5494 3.2857 -2.5933
C 0.6203 2.3251 -1.5783
C -0.3402 1.3299 -1.5733
C -1.4014 1.2456 -2.4585
C -1.4661 2.2059 -3.4732
Cd -0.2042 -0.2524 -0.1890
P 2.0165 -1.0596 -1.0765
H -1.2636 4.5619 -8.0873
H -0.3872 7.7378 -5.2504
H -1.4765 6.3217 -9.8411
H -0.6382 9.3536 -7.1335
H -2.2694 2.1789 -4.2165
H 1.2921 4.0861 -2.6602
H -2.1637 0.4661 -2.3913
H 1.4281 2.3773 -0.8402
C 2.4329 -2.6823 -0.3164
C 3.3725 -3.5961 -1.0966
H 1.4618 -3.1761 -0.1435
H 2.8450 -2.4541 0.6797
H 3.5888 -4.4821 -0.4882
H 2.9203 -3.9440 -2.0329
H 4.3322 -3.1170 -1.3270
C 1.8846 -1.2736 -2.8958
C 2.9097 -0.5531 -3.7672
H 0.8813 -0.8991 -3.1551
H 1.8808 -2.3534 -3.1057
H 2.6622 -0.7213 -4.8248
H 2.9016 0.5346 -3.6028
H 3.9323 -0.9221 -3.6114
C 3.4210 0.0657 -0.7317
C 4.8138 -0.5600 -0.7551
H 3.2231 0.5012 0.2617
H 3.3577 0.8926 -1.4535
H 5.5628 0.2264 -0.5931
H 4.9442 -1.3042 0.0414
H 5.0506 -1.0337 -1.7171
Br -1.5867 -1.9548 1.0459
P -2.6129 -3.4239 -4.2138
C -0.7758 -3.5355 -4.1483
C -0.3111 -4.9822 -4.3296
H -0.4443 -3.1242 -3.1838
H -0.3833 -2.8987 -4.9544
H 0.7540 -5.0175 -4.5840
H -0.4550 -5.5679 -3.4144
H -0.8615 -5.4811 -5.1369
C -3.0624 -3.1979 -2.4464
C -4.4778 -3.7197 -2.1852
H -2.9669 -2.1378 -2.1763
H -2.3309 -3.7609 -1.8512
H -4.6324 -3.8832 -1.1140
H -5.2406 -3.0107 -2.5261
H -4.6517 -4.6721 -2.6995
C -2.8694 -1.7354 -4.9213
C -3.1110 -1.7880 -6.4329
H -1.9915 -1.1210 -4.6747
H -3.7469 -1.3209 -4.4046
H -3.5564 -0.8488 -6.7772
H -2.1780 -1.9343 -6.9877
H -3.7961 -2.6000 -6.7035
C 1.2047 2.5797 4.8930
N 1.1390 3.2973 3.5981
C -0.1720 3.9739 3.4783
N -1.3051 3.0336 3.6161
C -1.1929 2.3298 4.9151
N 0.0949 1.6173 5.0657
C 0.2084 0.4823 4.1450
P 0.1501 1.0300 2.3464
C 1.4109 2.4143 2.4670
C -1.3852 2.0970 2.4911
H 1.1366 3.3256 5.7001
H 2.1591 2.0352 4.9494
H -0.2324 4.4585 2.4938
H -0.2447 4.7221 4.2831
H -2.0142 1.6024 4.9957
H -1.2609 3.0807 5.7182
H 1.1585 -0.0387 4.3269
H -0.6078 -0.2302 4.3275
H 1.4000 2.9941 1.5327
H 2.4108 1.9705 2.5810
H -2.2522 1.4329 2.6174
H -1.5124 2.6526 1.5513

Values for total energy, a.u., ordered as above
-2419.85921; -2848.08026; -1679.96287; -6986.72384; -5195.37998